# 1
Below is one molecule with the formula C6H8BFO2 in a non-equilibrium geometry, with properties calculated with ωB97M-V/def2-TZVPD.

Values from the calculation:
Kohn-Sham gap (spin up / spin down) = 5.68 / 7.41 eV
HOMO energy (spin up / spin down) = -0.196 / -0.340 Eh

ORCA input file:
```
! RIJCOSX wB97M-V def2-TZVPD def2/J DEFGRID3
* xyz 0 3
B -1.37 1.08 0.62
C 0.95 -1.42 -0.67
C -0.12 -1.09 -1.38
C 1.69 -0.36 -0.04
C -0.54 0.27 -1.61
C 1.22 0.54 0.77
C -0.68 1.22 -0.69
O -2.26 0.07 0.62
O -1.42 2.11 1.51
F -0.74 2.52 -1.27
H 1.39 -2.37 -0.59
H -0.58 -1.88 -1.86
H 2.79 -0.25 -0.13
H -0.58 0.44 -2.72
H 0.25 0.43 1.37
H 1.88 1.24 1.12
H -2.89 -0.15 1.30
H -1.95 2.27 2.34
*
```

# 2
Below is C32H37AsCl2N9S2Y as an isolated structure in a non-equilibrium geometry, with properties calculated with ωB97M-V/def2-TZVPD.

Values from the calculation:
Kohn-Sham gap (spin up / spin down) = 6.01 / 7.81 eV
HOMO energy (spin up / spin down) = -0.319 / -0.385 Eh

ORCA input file:
```
! RIJCOSX wB97M-V def2-TZVPD def2/J DEFGRID3
* xyz 1 2
Y 0.79 -0.08 -0.03
Cl 2.91 0.01 1.58
C 2.54 1.04 2.94
C 3.45 1.07 3.98
C 3.20 1.89 5.08
C 2.05 2.65 5.12
C 1.15 2.60 4.08
Cl -0.29 3.54 4.15
C 1.37 1.80 2.94
S 0.19 1.80 1.67
H 4.34 0.46 3.93
H 3.90 1.92 5.90
H 1.84 3.29 5.96
C -0.47 2.23 -3.59
As -0.14 1.98 -1.66
C 0.41 3.81 -1.28
C -2.01 1.88 -0.99
C -2.81 3.14 -0.98
C -3.80 3.37 -1.93
C -4.62 4.49 -1.83
C -4.45 5.38 -0.78
C -3.45 5.17 0.15
C -2.63 4.06 0.05
H -1.20 3.03 -3.71
H -0.86 1.31 -4.05
H 0.46 2.51 -4.09
H -0.41 4.49 -1.50
H 1.27 4.06 -1.90
H 0.69 3.91 -0.23
H -1.92 1.51 0.03
H -2.51 1.11 -1.59
H -3.95 2.65 -2.73
H -5.39 4.65 -2.57
H -5.11 6.22 -0.69
H -3.31 5.86 0.96
H -1.87 3.87 0.79
S -1.30 -2.09 -2.31
C -0.06 -1.65 -1.48
C 6.58 -1.16 -3.55
C 6.02 -0.14 -4.53
C 6.42 1.29 -4.16
C 4.50 -0.26 -4.68
N 3.79 -0.05 -3.45
C 3.49 -0.93 -2.47
N 2.81 -0.29 -1.55
N 2.72 0.98 -1.97
N 3.30 1.12 -3.09
H 7.67 -1.14 -3.58
H 6.26 -2.17 -3.80
H 6.28 -0.94 -2.53
H 6.43 -0.36 -5.52
H 5.98 1.59 -3.21
H 6.10 1.99 -4.93
H 7.50 1.35 -4.06
H 4.24 -1.26 -5.05
H 4.14 0.50 -5.38
H 3.75 -1.96 -2.47
C -2.28 -0.49 2.51
C -1.27 -1.58 2.41
N -0.18 -1.58 1.65
C 0.44 -2.78 1.88
C -0.29 -3.51 2.77
N -1.37 -2.74 3.10
C -2.45 -3.13 3.97
N -3.10 -4.32 3.50
N -3.23 -5.39 4.32
N -3.92 -6.28 3.76
C -4.30 -5.86 2.52
C -5.06 -6.47 1.52
C -5.24 -5.76 0.36
C -4.70 -4.48 0.18
C -3.94 -3.86 1.15
C -3.76 -4.56 2.33
H -1.96 0.37 1.94
H -2.41 -0.17 3.54
H -3.25 -0.83 2.13
H 1.36 -3.05 1.39
H -0.14 -4.48 3.19
H -3.16 -2.30 4.04
H -2.07 -3.37 4.98
H -5.47 -7.45 1.67
H -5.81 -6.20 -0.44
H -4.88 -3.97 -0.76
H -3.52 -2.88 0.99
*
```

# 3
Below is C30H32Br2N2Zn as an isolated structure in a non-equilibrium geometry, with properties calculated with ωB97M-V/def2-TZVPD.

Values from the calculation:
Kohn-Sham gap = 3.48 eV
HOMO energy = 0.037 Eh
Energy relative to the best compared isomer or geometry (same formula, charge and spin) = 0.000 eV

ORCA input file:
```
! RIJCOSX wB97M-V def2-TZVPD def2/J DEFGRID3
* xyz -2 1
C 5.16 -2.56 1.13
N 4.93 -1.14 1.29
C 6.12 -0.34 1.32
C 5.86 1.06 1.85
C 4.66 1.69 1.16
C 3.46 0.79 1.24
C 3.68 -0.62 1.34
C 2.55 -1.46 1.45
C 1.28 -0.96 1.42
C 1.02 0.44 1.28
C -0.27 1.04 1.20
C -1.55 0.44 1.27
C -2.71 1.28 1.18
C -4.00 0.79 1.24
C -4.21 -0.61 1.35
N -5.46 -1.14 1.33
C -5.71 -2.55 1.17
C -6.65 -0.33 1.36
C -6.40 1.07 1.88
C -5.19 1.69 1.18
C -3.09 -1.45 1.47
C -1.81 -0.96 1.43
C 2.17 1.28 1.19
H 4.27 -3.10 0.80
H 5.94 -2.73 0.37
H 5.52 -3.01 2.07
H 6.86 -0.87 1.94
H 6.55 -0.30 0.31
H 5.67 1.00 2.93
H 6.76 1.65 1.70
H 4.43 2.65 1.63
H 4.91 1.89 0.11
H 2.69 -2.53 1.56
H 0.48 -1.68 1.52
H -0.27 2.12 1.09
H -2.55 2.36 1.06
H -4.81 -3.09 0.86
H -6.08 -3.00 2.10
H -6.47 -2.71 0.40
H -7.07 -0.29 0.34
H -7.40 -0.86 1.97
H -7.30 1.67 1.72
H -6.21 1.02 2.95
H -4.96 2.65 1.65
H -5.45 1.90 0.13
H -3.23 -2.52 1.60
H -1.01 -1.67 1.54
H 2.02 2.35 1.08
Br -3.72 2.23 -4.69
Zn -1.73 2.21 -3.53
Br -0.46 3.42 -2.06
C -0.73 0.24 -4.08
C -1.25 -0.14 -2.78
C -0.15 -0.34 -1.93
C 1.06 -0.08 -2.63
C 0.71 0.29 -3.98
C 1.70 0.66 -4.89
C 3.04 0.55 -4.49
C 3.40 0.13 -3.19
C 2.41 -0.17 -2.25
H -1.29 0.28 -5.02
H -2.31 -0.27 -2.52
H -0.16 -0.66 -0.89
H 1.41 1.03 -5.87
H 3.83 0.80 -5.20
H 4.45 0.01 -2.93
H 2.65 -0.52 -1.24
*
```

# 4
Below is a 2-piece molecular cluster, C6H14N2O2 overall in a non-equilibrium geometry, with properties calculated with ωB97M-V/def2-TZVPD.

Values from the calculation:
SMILES = CNC(C)=O.CNC(C)=O
Kohn-Sham gap = 10.24 eV
HOMO energy = -0.344 Eh
Energy relative to the best compared isomer or geometry (same formula, charge and spin) = 1.936 eV

ORCA input file:
```
! RIJCOSX wB97M-V def2-TZVPD def2/J DEFGRID3
* xyz 0 1
C -0.25 -2.02 0.82
N 1.04 -2.07 0.11
C 1.76 -0.97 -0.32
C 3.25 -1.20 -0.57
O 1.29 0.13 -0.06
H -0.18 -2.44 1.85
H -0.89 -1.08 0.74
H -0.93 -2.70 0.33
H 1.37 -2.94 0.10
H 3.52 -1.03 -1.55
H 3.88 -0.43 -0.03
H 3.54 -2.22 -0.34
C -1.52 1.77 1.74
N -1.38 2.07 0.34
C -1.82 1.06 -0.55
C -1.27 1.43 -2.00
O -2.40 0.02 -0.28
H -2.38 1.10 2.02
H -0.62 1.33 2.22
H -1.77 2.71 2.31
H -0.91 2.92 0.15
H -1.90 0.93 -2.74
H -1.25 2.55 -2.24
H -0.18 1.06 -2.07
*
```

# 5
Below is a 10-piece molecular cluster, C44H51BrClF15N4O33P overall in a non-equilibrium geometry, with properties calculated with ωB97M-V/def2-TZVPD.

Values from the calculation:
Kohn-Sham gap = 8.33 eV
HOMO energy = -0.435 Eh

ORCA input file:
```
! RIJCOSX wB97M-V def2-TZVPD def2/J DEFGRID3
* xyz 1 1
C -3.77 0.29 2.87
C -2.41 0.67 2.17
C -2.61 0.80 0.60
O -1.43 0.20 0.00
N -1.17 0.65 -1.27
C -1.60 -0.22 -2.36
O -0.77 -0.68 -3.05
C -3.09 -0.54 -2.72
F -4.00 0.20 -2.06
F -3.23 -0.20 -4.04
C -3.43 -2.09 -2.68
F -3.03 -2.71 -3.78
F -4.80 -2.14 -2.69
C -2.99 -2.81 -1.36
F -3.78 -3.93 -1.24
F -3.21 -2.08 -0.24
C -1.51 -3.32 -1.33
O -0.92 -3.75 -2.25
O -0.87 -3.21 -0.11
C -0.52 1.78 -1.59
N -0.24 2.25 -2.82
C 0.44 3.44 -2.75
P 1.05 4.46 -4.20
O 0.47 6.02 -4.03
Cl 0.08 3.78 -5.93
N 0.57 3.65 -1.43
C 1.30 4.85 -0.99
C 2.87 4.51 -1.08
C 3.54 4.35 0.32
C 3.59 5.67 1.18
C 2.86 5.33 2.53
O 2.76 6.46 3.39
C 2.62 5.96 4.73
C 1.71 6.90 5.59
N 0.01 2.68 -0.70
Br 0.09 2.72 1.14
H -4.65 0.60 2.26
H -3.85 -0.79 3.08
H -3.88 0.83 3.84
H -1.67 -0.14 2.36
H -2.09 1.63 2.61
H -2.63 1.89 0.39
H -3.56 0.28 0.37
H -0.02 -2.78 -0.27
H -0.13 6.03 -3.25
H 1.15 5.73 -1.63
H 1.09 5.15 0.06
H 2.97 3.53 -1.60
H 3.41 5.25 -1.70
H 3.07 3.49 0.85
H 4.59 4.04 0.12
H 4.65 5.94 1.34
H 3.05 6.47 0.62
H 3.42 4.49 3.00
H 1.84 4.96 2.23
H 2.13 4.96 4.71
H 3.61 5.81 5.23
H 2.24 7.20 6.52
H 0.76 6.37 5.85
H 1.48 7.83 5.04
C 0.34 3.07 7.28
C -0.97 2.34 7.28
O -1.54 2.73 6.03
C -0.49 2.98 5.21
O -0.58 3.07 4.02
O 0.67 3.11 5.89
F -1.77 2.77 8.28
H 0.25 4.10 7.66
H 1.11 2.56 7.85
H -0.88 1.26 7.32
C -6.30 -5.76 -1.77
C -6.24 -5.24 -3.18
O -7.41 -5.77 -3.76
C -8.31 -5.90 -2.74
O -9.47 -6.07 -2.89
O -7.70 -5.81 -1.53
F -5.16 -5.72 -3.84
H -5.87 -6.76 -1.67
H -5.81 -5.10 -1.06
H -6.25 -4.15 -3.26
C -6.43 4.00 0.45
C -5.93 3.59 1.81
O -4.55 3.37 1.58
C -4.20 4.20 0.56
O -3.08 4.49 0.28
O -5.29 4.67 -0.09
F -6.50 2.42 2.20
H -6.68 3.15 -0.18
H -7.29 4.67 0.51
H -6.06 4.34 2.59
C 1.20 -6.04 -3.05
C 2.42 -5.29 -2.59
O 3.34 -6.33 -2.31
C 3.01 -7.35 -3.15
O 3.72 -8.28 -3.39
O 1.77 -7.18 -3.68
F 2.17 -4.61 -1.44
H 0.57 -6.36 -2.22
H 0.60 -5.46 -3.75
H 2.84 -4.61 -3.33
C 8.20 8.19 1.15
C 9.22 7.16 1.51
O 8.53 5.94 1.30
C 7.62 6.20 0.32
O 7.05 5.36 -0.30
O 7.45 7.53 0.13
F 9.57 7.24 2.82
H 7.54 8.44 1.99
H 8.65 9.11 0.78
H 10.13 7.18 0.90
C 2.52 -7.62 -6.90
C 3.52 -8.70 -7.22
O 4.40 -8.05 -8.12
C 4.38 -6.73 -7.78
O 5.19 -5.94 -8.14
O 3.32 -6.44 -6.98
F 2.92 -9.74 -7.86
H 1.71 -7.56 -7.63
H 2.10 -7.74 -5.90
H 4.08 -9.07 -6.36
C 2.14 -11.33 -1.18
C 1.13 -12.13 -1.95
O -0.10 -11.53 -1.58
C 0.18 -10.23 -1.28
O -0.63 -9.37 -1.19
O 1.52 -10.04 -1.12
F 1.13 -13.42 -1.56
H 2.28 -11.70 -0.16
H 3.11 -11.27 -1.67
H 1.25 -12.07 -3.04
C 2.72 -1.72 8.58
C 1.81 -0.96 7.66
O 1.66 0.29 8.31
C 2.82 0.48 9.02
O 3.15 1.53 9.46
O 3.52 -0.67 9.13
F 0.59 -1.55 7.57
H 2.18 -2.22 9.39
H 3.33 -2.45 8.07
H 2.21 -0.81 6.65
C -3.62 2.94 -3.66
C -4.51 3.74 -4.57
O -4.58 4.99 -3.91
C -3.41 5.13 -3.24
O -3.00 6.15 -2.80
O -2.75 3.94 -3.13
F -5.75 3.21 -4.63
H -4.17 2.47 -2.84
H -3.06 2.17 -4.19
H -4.12 3.87 -5.58
*
```

# 6
Below is a 5-piece molecular cluster, C29H28N7O11P overall, with properties calculated with ωB97M-V/def2-TZVPD.

Values from the calculation:
SMILES = N#C[C@H]([PH2]=O)[C@@](N)(C#N)COO.O=[N+]([O-])c1ccccc1.O=[N+]([O-])c1ccccc1.O=[N+]([O-])c1ccccc1.O=[N+]([O-])c1ccccc1
Kohn-Sham gap = 8.75 eV
HOMO energy = -0.358 Eh
Energy relative to the best compared isomer or geometry (same formula, charge and spin) = 0.000 eV

ORCA input file:
```
! RIJCOSX wB97M-V def2-TZVPD def2/J DEFGRID3
* xyz 0 1
N -0.17 -2.04 1.11
C -0.54 -1.37 0.25
C -0.95 -0.54 -0.87
P -2.01 -1.57 -2.03
O -1.43 -1.81 -3.36
C 0.30 0.06 -1.59
N -0.16 0.99 -2.61
C 1.09 0.78 -0.55
N 1.64 1.35 0.28
C 1.17 -1.05 -2.23
O 2.53 -0.69 -2.04
O 3.31 -1.89 -2.08
H -1.56 0.28 -0.48
H -3.26 -0.94 -1.99
H -2.19 -2.73 -1.25
H -0.49 1.85 -2.19
H 0.62 1.25 -3.21
H 0.98 -2.02 -1.78
H 0.93 -1.11 -3.29
H 3.45 -2.04 -1.14
O -4.67 0.69 4.13
N -4.34 0.31 5.24
O -5.01 0.47 6.24
C -3.05 -0.38 5.38
C -2.26 -0.55 4.26
C -1.05 -1.19 4.39
C -0.64 -1.66 5.64
C -1.45 -1.49 6.75
C -2.67 -0.84 6.63
H -2.60 -0.18 3.30
H -0.42 -1.34 3.53
H 0.31 -2.17 5.74
H -1.14 -1.87 7.71
H -3.32 -0.69 7.48
O 0.87 3.87 -2.23
N 1.68 4.03 -3.14
O 1.37 4.13 -4.31
C 3.10 4.07 -2.78
C 3.46 3.83 -1.46
C 4.80 3.84 -1.13
C 5.76 4.10 -2.11
C 5.37 4.34 -3.43
C 4.03 4.32 -3.77
H 2.70 3.61 -0.72
H 5.11 3.65 -0.11
H 6.81 4.11 -1.85
H 6.12 4.53 -4.18
H 3.71 4.50 -4.79
O -4.65 1.02 -2.74
N -5.14 1.89 -3.43
O -6.33 2.00 -3.67
C -4.23 2.90 -4.01
C -2.87 2.74 -3.80
C -2.00 3.70 -4.28
C -2.51 4.80 -4.98
C -3.87 4.92 -5.19
C -4.75 3.97 -4.70
H -2.51 1.87 -3.27
H -0.94 3.60 -4.11
H -1.83 5.55 -5.36
H -4.26 5.77 -5.74
H -5.82 4.06 -4.85
O 0.71 -4.65 6.27
N 0.29 -4.97 5.18
O -0.86 -4.86 4.82
C 1.26 -5.51 4.20
C 2.57 -5.68 4.59
C 3.47 -6.19 3.67
C 3.05 -6.51 2.39
C 1.73 -6.32 2.02
C 0.81 -5.81 2.93
H 2.88 -5.43 5.60
H 4.51 -6.34 3.96
H 3.76 -6.90 1.67
H 1.40 -6.56 1.01
H -0.22 -5.65 2.66
*
```